{
  "formula": "CH2O4S",
  "method": "ωB97M-V/def2-TZVPD",
  "species": ["C", "O", "O", "O", "O", "S", "H", "H"],
  "positions_angstrom": [[0.4703, 1.1784, -0.6627], [0.6112, -1.4923, -0.2271], [-0.1731, -0.6009, 1.9139], [-0.5357, 0.7963, -0.1136], [-1.7826, -1.5199, 0.2981], [-0.4720, -1.0656, 0.6013], [0.6214, 2.2418, -0.8805], [1.2603, 0.4624, -0.9294]],
  "homo_energy_ev": -11.1,
  "lumo_ha": -0.0388,
  "multiplicity": 1,
  "e_tot_ha": -738.393344,
  "charge": 0
}

***

{
  "formula": "C23H29BrF6IN3O8PS2W",
  "method": "ωB97M-V/def2-TZVPD",
  "species": ["W", "F", "C", "F", "F", "S", "O", "O", "N", "S", "O", "O", "C", "F", "F", "F", "Br", "C", "C", "C", "C", "C", "C", "N", "C", "C", "C", "C", "C", "C", "N", "H", "H", "H", "H", "H", "H", "H", "H", "H", "I", "C", "H", "H", "C", "C", "C", "C", "O", "P", "O", "O", "O", "C", "C", "C", "C", "H", "H", "H", "H", "H", "H", "H", "H", "H", "H", "H", "H", "H", "H", "H", "H", "H", "H"],
  "positions_angstrom": [[0.2695, 0.9794, 0.0914], [2.0401, 5.7950, -1.5030], [0.7686, 6.1245, -1.6674], [0.4406, 7.1549, -0.9251], [0.4892, 6.3254, -2.9362], [0.1170, 3.0034, -1.7632], [0.0854, 1.4301, -1.9004], [0.8445, 2.9335, -0.3697], [-1.3816, 3.4587, -1.4641], [-2.1181, 3.1454, -0.1202], [-1.2754, 2.3241, 0.8090], [-3.4724, 2.7505, -0.2517], [-2.1046, 4.7577, 0.7791], [-0.8474, 5.1439, 0.9783], [-2.7425, 5.6682, 0.0675], [-2.7044, 4.5944, 1.9506], [5.8667, 5.6339, -1.9258], [4.8433, 4.1375, -1.4225], [4.7481, 3.7936, -0.0822], [3.9751, 2.7091, 0.2983], [3.3138, 1.9748, -0.6703], [3.4321, 2.2978, -2.0141], [4.1966, 3.3900, -2.3935], [2.4640, 0.8457, -0.3473], [2.9806, -0.2985, -0.5354], [2.1018, -1.4868, -0.5260], [2.8099, -2.7464, -0.4914], [2.3039, -3.9821, -0.3874], [0.8746, -4.3929, -0.4052], [-0.2458, -2.1395, -0.7996], [0.8525, -1.1720, -0.5453], [5.2757, 4.3715, 0.6633], [3.9257, 2.4390, 1.3432], [2.9016, 1.7172, -2.7594], [4.2839, 3.6578, -3.4370], [4.0342, -0.4045, -0.7802], [3.8878, -2.6400, -0.4832], [3.0311, -4.7838, -0.2964], [0.4734, -4.2006, 0.6006], [-0.8427, -1.6301, -1.5626], [0.7426, -0.2356, 2.6489], [1.0437, 1.7365, 1.9342], [2.0835, 2.0071, 2.0418], [0.3779, 2.4066, 2.4659], [0.6511, -3.3856, -2.7727], [0.0330, -3.5289, -1.3770], [-1.3599, -4.1621, -1.5513], [0.7765, -5.8992, -0.6635], [-0.9842, -2.2552, 0.4070], [-2.2086, -1.1842, 0.4340], [-3.3469, -1.5529, -0.3954], [-1.3976, 0.0549, -0.1126], [-2.4115, -0.9521, 1.9558], [-3.7096, -1.0452, 2.6962], [-3.3037, -0.7663, 4.1291], [-4.6429, 0.0225, 2.1565], [-4.2636, -2.4472, 2.5300], [0.8547, -4.3696, -3.1956], [1.5810, -2.8198, -2.7925], [-0.0587, -2.8887, -3.4359], [-1.2861, -5.0484, -2.1795], [-2.0432, -3.4628, -2.0346], [-1.8000, -4.4424, -0.5958], [1.0828, -6.1507, -1.6802], [-0.2345, -6.2666, -0.5117], [1.4293, -6.4378, 0.0237], [-2.8397, 0.2170, 4.2101], [-2.6038, -1.5224, 4.4869], [-4.1871, -0.7845, 4.7671], [-4.1831, 1.0086, 2.2345], [-5.5621, 0.0245, 2.7434], [-4.8979, -0.1691, 1.1156], [-3.5336, -3.1886, 2.8587], [-4.5386, -2.6397, 1.4944], [-5.1552, -2.5517, 3.1491]],
  "homo_energy_ev": [-11.9, -11.9],
  "lumo_ha": [-0.1826, -0.1964],
  "s2": 2.009,
  "multiplicity": 3,
  "e_tot_ha": -6335.596546,
  "charge": 1
}

***

{
  "formula": "C3H6FNO2",
  "method": "ωB97M-V/def2-TZVPD",
  "species": ["C", "C", "C", "N", "O", "O", "F", "H", "H", "H", "H", "H", "H"],
  "positions_angstrom": [[0.2753, 1.7382, 0.0747], [0.9968, -1.9494, -0.1676], [-0.5142, 0.6325, 0.6237], [-1.3011, -0.1132, -0.2487], [-1.9632, -1.0111, 0.2613], [-1.2999, 0.1499, -1.4406], [-0.4041, 0.2723, 1.8723], [1.2442, 1.3950, 0.0585], [0.3539, 2.6736, 0.6547], [-0.1870, 2.0585, -0.9581], [0.4672, -2.6321, 0.4924], [1.5341, -1.1263, 0.0269], [0.7979, -2.0880, -1.2495]],
  "homo_energy_ev": [-9.1, -9.4],
  "lumo_ha": [-0.0606, -0.0007],
  "multiplicity": 1,
  "e_tot_ha": -422.753308,
  "charge": 0
}

***

{
  "formula": "C2H5PS2",
  "method": "ωB97M-V/def2-TZVPD",
  "species": ["C", "C", "P", "S", "S", "H", "H", "H", "H", "H"],
  "positions_angstrom": [[0.2003, -0.3708, -0.6920], [-0.7243, 0.9601, 1.4794], [0.3951, -1.4270, -2.0371], [2.2372, -0.8206, 1.1184], [-1.2000, 0.0564, -0.0365], [0.3361, 1.2363, 1.3814], [-0.7223, 0.3533, 2.4021], [-1.4754, 1.7630, 1.7371], [-0.5678, -0.8642, -2.8304], [1.5211, -0.8865, -2.5223]],
  "homo_energy_ev": [-8.0, -8.5],
  "lumo_ha": [-0.0163, -0.0554],
  "s2": 2.024,
  "multiplicity": 3,
  "e_tot_ha": -1216.732351,
  "charge": 0
}

***

{
  "formula": "C33H22Cl8N4O2V",
  "method": "ωB97M-V/def2-TZVPD",
  "species": ["V", "N", "C", "O", "C", "C", "H", "H", "H", "H", "H", "H", "Cl", "C", "C", "C", "Cl", "C", "O", "C", "Cl", "C", "H", "H", "C", "C", "C", "C", "C", "C", "C", "C", "C", "C", "C", "C", "C", "C", "C", "N", "H", "H", "H", "H", "H", "H", "H", "H", "H", "H", "N", "C", "C", "N", "C", "H", "H", "H", "H", "Cl", "C", "C", "C", "Cl", "C", "Cl", "C", "Cl", "C", "Cl"],
  "positions_angstrom": [[0.8644, -0.6893, -0.2817], [3.4480, 2.6567, 0.3202], [2.5171, 1.6817, 0.4570], [2.5220, 0.7229, -0.3117], [1.5108, 1.8671, 1.5672], [0.5835, 0.6676, 1.7151], [4.2325, 2.4404, -0.2731], [3.5985, 3.2882, 1.0871], [0.9349, 2.7750, 1.3678], [2.0737, 2.0209, 2.4920], [-0.0317, 0.8022, 2.6076], [-0.1722, 0.7392, 0.8972], [4.1485, -7.0412, -3.4286], [3.3456, -5.6123, -2.8069], [2.4640, -4.9237, -3.6083], [1.8354, -3.8015, -3.1045], [0.7284, -2.9495, -4.1382], [2.0318, -3.3042, -1.7923], [1.3877, -2.2787, -1.3488], [2.9676, -4.0600, -1.0346], [3.3550, -3.5151, 0.5517], [3.6041, -5.1838, -1.5220], [2.2579, -5.2482, -4.6188], [4.3039, -5.7132, -0.8909], [0.7864, 0.6789, -4.2519], [-0.3569, 1.4125, -4.5283], [-1.1445, 1.8604, -3.4760], [-0.8357, 1.5894, -2.1287], [0.2481, 0.7161, -1.8455], [1.0578, 0.3489, -2.9279], [-1.6483, 2.3064, -1.1008], [-2.1163, 3.5819, -1.4004], [-2.8805, 4.3024, -0.4836], [-3.1783, 3.7226, 0.7769], [-3.9520, 4.3534, 1.7675], [-4.1791, 3.7570, 3.0114], [-3.6203, 2.5174, 3.2816], [-2.8520, 1.8635, 2.3148], [-2.6169, 2.4240, 1.0369], [-1.8757, 1.7409, 0.1193], [1.4428, 0.3413, -5.0476], [-0.6388, 1.6380, -5.5519], [-2.0404, 2.4298, -3.6993], [1.9445, -0.2486, -2.7376], [-1.8526, 4.0374, -2.3467], [-3.2292, 5.3034, -0.7129], [-4.3667, 5.3336, 1.5492], [-4.7736, 4.2671, 3.7612], [-3.7653, 2.0512, 4.2501], [-2.3929, 0.9137, 2.5604], [-3.2337, -1.7665, 0.0061], [-2.9739, -2.3605, -1.2138], [-1.6683, -2.0955, -1.4738], [-1.1418, -1.3499, -0.4396], [-2.1087, -1.1704, 0.4288], [-4.1105, -1.7311, 0.4933], [-3.7253, -2.8870, -1.7748], [-1.0684, -2.3630, -2.3257], [-2.0385, -0.6332, 1.3541], [0.0220, -3.2223, 1.6970], [0.5020, -1.7154, 2.5227], [1.3205, -0.6876, 1.8060], [2.5805, -0.5573, 2.6074], [4.2066, -0.5822, 1.9050], [2.4432, -0.4305, 3.9640], [3.7922, 0.0635, 4.9833], [1.2185, -0.7725, 4.5919], [0.7744, -0.1067, 6.1460], [0.3480, -1.6144, 3.8730], [-0.8138, -2.6014, 4.7562]],
  "homo_energy_ev": [0.6, -1.3],
  "lumo_ha": [0.1419, 0.1419],
  "s2": 3.810,
  "multiplicity": 4,
  "e_tot_ha": -6265.839240,
  "charge": -2
}

***

{
  "formula": "C20H51BeCsNO14",
  "method": "ωB97M-V/def2-TZVPD",
  "species": ["Be", "Cs", "C", "O", "O", "O", "C", "O", "O", "O", "C", "C", "O", "H", "H", "H", "H", "H", "H", "C", "C", "O", "H", "H", "H", "H", "H", "H", "C", "C", "O", "H", "H", "H", "H", "H", "H", "C", "C", "O", "H", "H", "H", "H", "H", "H", "C", "C", "O", "H", "H", "H", "H", "H", "H", "C", "C", "O", "H", "H", "H", "H", "H", "H", "C", "O", "C", "C", "N", "C", "C", "O", "C", "H", "H", "H", "H", "H", "H", "H", "H", "H", "H", "H", "H", "H", "H", "H"],
  "positions_angstrom": [[0.0002, -0.4304, -4.6277], [0.7635, -0.2511, -0.2135], [0.5548, 1.9820, -2.9673], [0.9921, 1.7468, -4.0827], [1.2418, 2.5633, -2.0776], [-0.4406, 1.2497, -2.6071], [2.2264, -1.9524, -3.3096], [1.0562, -2.1378, -3.1197], [2.4140, -0.9143, -3.9513], [3.1415, -2.7513, -3.0249], [-4.5297, -1.6119, -3.1970], [-3.2146, -0.8310, -2.9578], [-2.5867, -0.8084, -4.1768], [-4.3529, -2.6308, -3.5416], [-5.0979, -1.1851, -4.0235], [-5.1830, -1.7178, -2.3309], [-2.5416, -1.3456, -2.2720], [-3.5091, 0.2004, -2.7638], [-3.0643, -0.2373, -4.7828], [5.2208, 2.3294, -1.5667], [4.4992, 3.4194, -2.2841], [3.6772, 2.8953, -3.1904], [4.6066, 1.4361, -1.4530], [5.6125, 2.6308, -0.5952], [6.1060, 1.9750, -2.0949], [5.2904, 4.0274, -2.7227], [3.9956, 4.0505, -1.5518], [2.8399, 2.8132, -2.7279], [-2.4917, 4.0597, -0.6677], [-1.5233, 3.2929, 0.2321], [-1.7020, 1.9394, -0.2240], [-2.3097, 3.7635, -1.7008], [-2.4197, 5.1411, -0.5515], [-3.4974, 3.8721, -0.2915], [-1.7136, 3.3723, 1.3024], [-0.4796, 3.6016, 0.1725], [-1.2599, 1.8907, -1.0747], [4.6312, -0.6653, 1.5186], [4.6437, -1.4872, 0.2743], [3.3122, -1.9693, -0.0870], [5.6033, -0.4500, 1.9621], [4.0357, -1.1115, 2.3151], [4.2044, 0.3334, 1.4263], [5.2974, -2.3499, 0.4026], [5.0097, -0.8635, -0.5413], [3.3510, -2.3043, -0.9858], [-0.3937, -5.1444, 0.3870], [0.5628, -4.4271, -0.6025], [-0.1291, -4.2710, -1.7950], [-1.1770, -4.4555, 0.7033], [0.1290, -5.5154, 1.2686], [-0.8568, -5.9671, -0.1579], [1.4815, -4.9925, -0.7585], [0.8390, -3.4762, -0.1469], [0.3513, -3.6434, -2.3399], [2.5416, 3.0255, 2.8809], [2.5676, 3.4921, 1.4710], [2.2315, 2.3847, 0.6610], [3.0342, 2.0532, 2.8873], [1.4689, 2.9700, 3.0667], [2.9657, 3.7793, 3.5443], [3.5763, 3.8250, 1.2266], [1.7896, 4.2354, 1.2968], [2.1766, 2.6776, -0.2516], [-0.0441, -2.2779, 3.2539], [-0.6272, -1.7632, 4.4214], [-1.8842, -1.1477, 4.0966], [-1.9235, 0.0677, 3.0836], [-1.8549, -0.1948, 1.6266], [-2.9521, -0.9870, 1.1099], [-4.2888, -0.2071, 1.0068], [-4.8066, 0.3227, 2.2553], [-5.4148, -0.6866, 3.0318], [0.4321, -3.2180, 3.5328], [0.7742, -1.7271, 2.7901], [-0.7260, -2.6077, 2.4702], [-2.5033, -0.8546, 4.9445], [-2.5312, -1.9010, 3.6472], [-0.9671, 0.5638, 3.2486], [-2.7179, 0.7496, 3.3870], [-1.9537, 0.6871, 1.1444], [-3.0692, -1.8973, 1.6980], [-2.5980, -1.3326, 0.1387], [-5.0531, -0.5606, 0.3147], [-4.0678, 0.6802, 0.4135], [-6.4202, -0.8809, 2.6583], [-5.4986, -0.3253, 4.0568], [-4.8725, -1.6317, 3.0607]],
  "homo_energy_ev": -4.3,
  "lumo_ha": 0.0021,
  "multiplicity": 1,
  "e_tot_ha": -1935.500743,
  "charge": -1
}